75
Properties=species:S:1:pos:R:3:forces:R:3:lowdin_charge:R:1 method="wB97M-V/def2-TZVPD" e_homo_ev=-7.247 total_charge=0 max_force_ev_per_a=4.0
C 4.872 -5.267 1.488 -0.311 0.255 0.099 -0.082
C 3.708 -5.145 2.273 0.388 0.095 -0.467 -0.083
C 2.603 -4.458 1.767 -0.196 0.094 -0.027 -0.085
C 2.611 -3.890 0.479 0.774 0.513 0.664 -0.251
P 1.134 -3.006 -0.198 -0.201 -1.360 -2.074 0.742
C -0.142 -4.176 0.374 -0.658 0.087 0.206 -0.287
C -1.017 -3.849 1.415 0.059 -0.570 -0.071 -0.090
C -1.879 -4.823 1.945 0.264 0.314 -0.278 -0.081
C -1.890 -6.108 1.404 0.050 -0.047 0.096 -0.087
C -1.059 -6.435 0.320 0.004 0.638 0.112 -0.073
C -0.209 -5.460 -0.213 0.008 0.059 0.308 -0.062
C 0.703 -1.361 0.435 -0.040 0.688 0.879 -0.226
C 1.843 -0.490 0.338 2.996 2.614 0.449 -0.302
N 2.727 0.305 0.343 -2.935 -2.777 -0.220 0.156
O 1.218 -3.017 -1.702 0.327 0.055 0.890 -0.363
C 3.793 -3.996 -0.283 -0.331 0.117 0.011 -0.066
C 4.903 -4.693 0.207 -0.097 -0.103 0.367 -0.082
H 5.765 -5.765 1.902 -0.594 0.219 -0.345 0.107
H 3.676 -5.572 3.279 -0.009 0.159 -0.357 0.103
H 1.706 -4.354 2.388 0.329 -0.128 -0.214 0.106
H -1.005 -2.836 1.819 -0.103 -0.357 0.070 0.085
H -2.515 -4.549 2.786 0.032 -0.213 -0.228 0.103
H -2.550 -6.865 1.839 0.266 0.263 -0.209 0.105
H -1.071 -7.443 -0.096 -0.037 0.304 0.057 0.104
H 0.420 -5.695 -1.077 -0.103 0.121 0.362 0.116
H 0.408 -1.453 1.513 0.316 0.299 -0.844 0.097
H 3.832 -3.513 -1.263 -0.061 -0.235 0.270 0.109
H 5.810 -4.779 -0.400 -0.392 0.094 0.211 0.105
C -1.524 -1.993 -4.754 0.108 -0.458 0.137 -0.013
N -1.304 -1.020 -3.699 -0.067 0.487 -0.274 -0.089
C -0.972 -1.297 -2.407 -0.804 1.288 0.650 0.014
C -1.025 -0.134 -1.617 0.402 -0.848 -2.670 -0.130
C -0.816 -0.100 -0.198 -0.067 -1.718 2.447 -0.053
C -0.573 1.201 0.450 1.465 -0.249 0.056 -0.231
C 0.324 2.114 -0.148 -0.348 0.620 0.204 -0.029
C 0.508 3.411 0.336 -1.018 -0.765 0.636 -0.134
C -0.209 3.788 1.510 0.001 -1.304 -0.082 -0.102
N -0.077 5.032 2.035 0.026 1.710 0.284 -0.088
C 0.968 5.931 1.561 0.351 -0.326 -0.256 -0.158
C 1.128 5.841 0.048 -0.031 -0.146 -0.049 -0.168
C 1.366 4.399 -0.397 0.345 -0.099 -0.085 -0.141
C -0.573 5.348 3.369 -0.036 -0.600 -0.067 -0.162
C -1.938 4.719 3.584 -0.195 -0.402 -0.033 -0.170
C -1.856 3.197 3.372 -0.282 0.232 0.737 -0.156
C -1.022 2.824 2.191 0.717 0.209 -0.703 -0.148
C -1.077 1.529 1.715 -0.588 0.011 -0.592 0.014
C -1.361 0.947 -2.567 -0.425 -0.529 0.005 -0.106
C -1.694 2.293 -2.450 -0.549 1.745 -0.605 -0.023
C -2.225 3.024 -3.556 0.579 -0.964 0.601 -0.081
C -2.445 2.376 -4.795 0.073 0.220 0.526 -0.106
C -2.137 1.024 -4.934 0.298 0.220 0.338 -0.027
C -1.574 0.346 -3.838 -0.281 -0.409 0.416 -0.155
H -1.549 -1.491 -5.727 0.102 -0.127 0.304 0.079
H -0.706 -2.731 -4.749 -0.308 0.281 -0.036 0.100
H -2.481 -2.526 -4.610 0.331 0.228 -0.054 0.098
H -0.740 -2.301 -2.075 0.045 0.204 -0.352 0.106
H -1.495 -0.772 0.408 0.450 1.056 -0.848 0.130
H 0.893 1.829 -1.029 -0.331 -0.018 -0.001 0.130
H 0.714 6.955 1.857 -0.023 -0.197 -0.007 0.118
H 1.942 5.682 2.033 -0.303 0.065 -0.054 0.137
H 0.230 6.217 -0.452 0.002 0.067 0.163 0.117
H 1.970 6.462 -0.270 -0.123 0.032 0.038 0.113
H 2.413 4.111 -0.242 -0.020 0.139 -0.079 0.126
H 1.163 4.313 -1.471 0.132 -0.023 0.142 0.121
H 0.128 4.952 4.131 -0.118 0.203 -0.080 0.137
H -0.628 6.433 3.474 0.095 -0.087 -0.037 0.118
H -2.296 4.931 4.598 0.023 0.037 -0.221 0.112
H -2.667 5.126 2.867 0.280 0.070 0.193 0.122
H -1.449 2.708 4.275 -0.199 0.182 -0.182 0.124
H -2.883 2.820 3.223 0.408 0.003 0.150 0.121
H -1.617 0.782 2.307 -0.085 0.205 -0.335 0.128
H -1.549 2.827 -1.504 -0.175 -0.289 -0.442 0.100
H -2.462 4.094 -3.452 0.134 -0.674 0.044 0.097
H -2.881 2.961 -5.619 0.265 -0.493 0.346 0.101
H -2.331 0.511 -5.867 -0.001 0.009 0.009 0.093